Molecular formula: C43H36N5O2RuSTe
Method: DFT, ωB97M-V with the def2-TZVPD basis set

XYZ file:
```
89
Properties=species:S:1:pos:R:3:mulliken_spin:R:1
C 3.82 3.86 0.64 0.00
Ru 0.28 0.19 0.14 0.90
H -1.79 6.05 -1.10 0.00
C 6.46 -2.01 -2.80 0.00
H 6.67 0.44 -4.03 0.00
C -0.10 -3.09 -1.26 0.01
S 0.12 -0.48 -4.40 0.01
C -0.31 0.69 3.02 0.00
H 6.04 6.40 0.41 0.00
C 0.45 -0.53 3.05 0.02
H 5.26 -1.40 -0.38 0.00
H 2.77 -0.74 -5.92 0.00
C -2.72 -0.46 -2.81 0.00
C 4.58 4.87 0.08 0.00
H 5.47 0.36 -0.50 0.00
C 2.91 -0.64 -4.86 0.00
C -0.23 -0.27 -2.69 0.01
C -0.73 3.21 0.39 0.00
C -0.56 0.52 5.40 0.00
C -1.17 4.24 -2.09 0.00
H -1.46 2.06 4.22 0.00
C 4.39 -0.60 -2.93 0.00
H 1.90 3.45 -0.20 0.00
C 1.73 -4.61 -0.99 0.00
C 5.85 -0.60 -0.85 0.00
C -3.96 -0.30 -0.76 -0.01
C 1.50 -2.66 0.36 -0.01
C 5.45 5.61 0.86 0.00
N 0.86 -0.17 -1.91 0.03
N 0.36 -2.31 -0.29 0.06
H 2.24 -5.52 -1.26 0.00
H 0.14 -4.85 -2.44 0.00
H 6.47 -2.12 -3.88 0.00
C 1.83 -0.48 -4.01 0.00
H 3.09 -4.06 0.58 0.00
C 5.56 5.33 2.21 0.00
Te 2.82 1.12 0.88 0.01
C 0.77 -1.13 4.27 -0.01
N -0.44 2.46 -0.69 0.01
H 4.89 4.10 3.83 0.00
O 2.99 -1.41 1.80 0.02
C 4.18 -0.68 -4.31 0.00
H 6.19 1.43 -2.65 0.00
H 3.24 2.90 -1.21 0.00
N -0.42 1.29 1.80 -0.02
C -1.42 5.05 -0.98 0.00
H -0.99 0.88 6.33 0.00
C 2.01 -0.34 -2.62 -0.01
H 7.48 -2.04 -2.44 0.00
H -2.69 -0.62 -3.88 0.00
H -1.37 5.09 1.18 0.00
O -0.31 3.41 2.69 0.00
N 0.74 -1.06 1.85 0.04
C 3.06 2.48 2.56 0.00
C 2.90 3.01 -0.18 0.00
H 6.88 -0.70 -0.51 0.00
H 0.49 -1.09 6.37 0.00
H 5.02 -0.81 -4.97 0.00
H 5.92 -2.86 -2.38 0.00
H 3.42 -0.42 -1.02 0.00
C -1.21 4.52 0.27 0.00
C 5.80 -0.69 -2.37 0.00
C 0.27 -0.61 5.43 0.00
H 4.49 5.07 -0.98 0.00
H -4.84 -0.67 -2.68 0.00
C -0.49 2.66 1.74 -0.01
C 3.92 3.58 2.00 0.00
H 7.64 0.43 -2.55 0.00
C 6.62 0.48 -2.94 0.00
C 4.79 4.32 2.78 0.00
C 3.30 -0.44 -2.10 0.00
H -1.34 4.61 -3.09 0.00
H 2.10 2.87 2.89 0.00
H 1.38 -2.02 4.25 0.00
C 0.55 -4.25 -1.65 0.01
C -2.78 -0.06 -0.05 0.01
H -0.47 2.32 -2.74 0.00
H -2.82 0.11 1.02 0.00
C -1.53 -0.25 -2.11 -0.02
H -1.02 -2.78 -1.72 0.00
H -4.90 -0.34 -0.24 0.00
C -1.57 -0.04 -0.70 -0.06
C 1.84 -1.72 1.44 0.00
C 2.21 -3.81 0.02 0.00
C -3.92 -0.49 -2.14 0.01
H 3.55 1.97 3.39 0.00
C -0.68 2.97 -1.89 0.00
H 6.25 5.89 2.82 0.00
C -0.84 1.17 4.22 0.01
```

Computed properties:
Kohn-Sham gap (spin up / spin down) ... 0.2075 / 0.2019 Ha
Relative energy (zero: lowest compared OMol25 entry of this formula, charge and spin) ... 63.22 kcal per mole
Lowest unoccupied orbital energy (spin up / spin down) ... -0.711 / -0.847 eV
2S+1 ... 2
Molar mass ... 915.53 g mol⁻¹
HOMO (spin up / spin down) ... -6.36 / -6.34 eV

=====

Molecular formula: C43H37AsMoSSi
Method: DFT, ωB97M-V with the def2-TZVPD basis set

XYZ file:
```
84
Properties=species:S:1:pos:R:3:lowdin_charge:R:1
C 2.11 0.30 -4.12 -0.08
H -3.33 -0.47 -0.68 0.09
C -3.05 -3.29 3.57 -0.06
H 4.23 2.80 -0.59 0.10
C 3.47 0.69 1.29 -0.12
C -0.78 0.77 2.30 -0.10
H 6.57 -0.13 2.35 0.12
C 2.21 -3.81 3.63 -0.09
C 2.36 2.59 -1.64 -0.31
H -3.99 -3.45 4.08 0.12
H 1.92 -6.66 -1.42 0.12
H 0.89 2.91 0.26 0.11
H -0.77 0.34 3.29 0.12
H 0.56 2.76 -2.84 0.10
H 5.83 -3.19 2.44 0.11
C 4.82 -3.36 2.78 -0.06
H -2.17 -2.20 5.20 0.12
H 2.59 1.21 1.65 0.06
C 2.81 -2.38 -3.94 -0.07
H 0.85 5.13 -3.33 0.12
C 0.14 2.20 0.59 -0.13
H 2.91 -2.09 -1.84 0.09
C -1.74 0.31 1.37 -0.11
C 2.36 -0.26 -2.86 -0.30
H -0.48 -3.61 -3.24 0.12
H -0.96 2.31 -1.26 0.12
C 1.60 -4.90 -0.24 -0.06
H -2.42 -0.48 1.66 0.14
C 3.65 4.64 -1.49 -0.05
C 1.58 4.62 -2.72 -0.05
H 6.74 -0.90 0.00 0.12
C -1.88 0.91 0.09 -0.36
C -0.92 1.86 -0.28 -0.08
H 2.00 -0.03 -6.23 0.12
H 4.48 0.89 3.17 0.12
C 3.28 -4.31 4.36 -0.05
C 0.10 -3.97 -2.40 -0.09
C 0.70 -5.22 -2.45 -0.04
C 3.76 -2.85 2.04 -0.12
C -2.03 -2.59 4.20 -0.06
H 4.52 5.16 -1.13 0.12
H 1.20 -4.02 3.96 0.10
C 2.19 -0.47 -5.27 -0.05
H 3.09 -4.88 5.26 0.12
C 3.53 0.24 -0.04 -0.31
C 4.72 -0.35 -0.48 -0.09
C 0.18 1.69 1.90 -0.12
C 4.54 0.54 2.15 -0.05
Mo 0.27 -0.20 0.31 0.84
C 2.70 5.30 -2.25 -0.05
C -2.85 -3.81 2.30 -0.05
H -3.64 -4.38 1.82 0.12
H 4.82 -0.68 -1.50 0.11
H 5.41 -4.48 4.51 0.12
H 0.94 2.02 2.60 0.13
C 1.01 -3.65 -0.19 -0.41
H 2.84 6.35 -2.49 0.12
S -0.43 -1.55 -1.28 0.75
C 5.72 -0.04 1.69 -0.05
C -0.82 -2.39 3.54 -0.16
C 1.42 3.28 -2.42 -0.13
C 3.48 3.29 -1.19 -0.08
H -1.50 -4.05 0.66 0.10
H -2.75 0.71 -1.86 0.09
C -3.02 0.56 -0.82 -0.03
C 2.55 -1.81 -5.18 -0.05
H -0.02 -1.86 4.05 0.11
C 4.58 -4.08 3.93 -0.05
C -0.63 -2.91 2.27 -0.39
H 1.88 1.35 -4.22 0.09
H 2.17 -5.28 0.61 0.12
C 2.45 -3.07 2.47 -0.37
C 2.71 -1.62 -2.80 -0.14
H 3.10 -3.42 -3.87 0.11
C 1.46 -5.68 -1.38 -0.04
C 5.81 -0.47 0.37 -0.05
C 0.28 -3.18 -1.28 -0.63
As 1.02 -2.49 1.33 1.30
H 2.63 -2.41 -6.08 0.12
Si 2.28 0.76 -1.32 0.80
C -1.64 -3.63 1.65 -0.09
H 3.96 -2.29 1.14 0.08
H 0.58 -5.84 -3.33 0.12
H -3.86 1.21 -0.59 0.11
```

Computed properties:
Kohn-Sham gap (spin up / spin down) ... 0.2382 / 0.2322 Ha
Total charge ... +2
Lowest unoccupied orbital energy (spin up / spin down) ... -7.329 / -7.405 eV
Molar mass ... 784.78 g mol⁻¹
HOMO (spin up / spin down) ... -13.81 / -13.72 eV

=====

Molecular formula: C43H37N9O5S2Y
Method: DFT, ωB97M-V with the def2-TZVPD basis set

XYZ file:
```
97
Properties=species:S:1:pos:R:3:lowdin_charge:R:1
S 1.50 -0.60 -1.91 0.60
C 0.72 2.90 0.60 -0.09
H 4.42 6.40 3.23 0.09
C -1.16 -0.40 -2.36 -0.48
O 1.97 0.22 -2.98 -0.26
C 1.80 4.28 -1.83 -0.02
H 1.56 -4.45 -4.87 0.11
H -1.94 -4.32 -3.26 0.08
H 0.72 4.36 -1.74 0.10
H 1.77 2.25 2.94 0.10
H -3.08 3.50 0.34 0.07
H 1.36 -2.04 -4.38 0.11
H -1.55 4.87 4.77 0.10
C -1.69 -4.08 -2.23 -0.05
C -1.43 2.89 -0.97 -0.39
C 2.87 3.57 4.22 -0.08
C -3.17 -4.83 2.61 -0.07
H -0.41 0.03 4.81 0.10
C 4.54 4.06 -2.08 -0.10
H 4.53 3.49 -0.02 0.11
C 1.63 -2.74 -3.59 -0.06
C 1.89 3.56 0.57 -0.11
H 5.62 3.96 -2.17 0.09
C -2.35 -4.41 0.21 -0.31
H -3.37 -6.16 0.91 0.12
C -0.67 1.08 4.80 -0.04
H -4.22 0.22 -1.48 0.12
N -0.48 1.33 2.32 -0.08
C 2.28 -4.52 -1.56 -0.04
O -0.73 -6.18 0.37 0.09
C -0.94 1.76 5.99 -0.14
C 2.35 3.17 3.00 -0.02
C -1.03 3.15 3.61 -0.22
C -2.22 3.21 -3.01 -0.51
C 3.84 5.49 3.17 -0.10
C -0.42 2.56 1.49 -0.44
N -2.20 -0.07 -1.56 0.11
N -1.18 2.82 -2.33 0.05
H 1.60 -6.67 -3.92 0.08
C 3.30 5.10 1.96 -0.05
O -3.52 -2.36 0.19 0.07
C 3.63 4.73 4.32 -0.11
C 2.54 3.90 -0.72 -0.17
H -0.65 4.52 2.14 0.14
C 1.84 -2.28 -2.30 -0.28
H 2.34 -2.79 -0.29 0.10
C -0.48 2.40 0.01 -0.19
C -2.67 -4.73 -1.26 -0.17
H -0.90 1.22 6.93 0.08
C 2.03 -5.00 -2.85 -0.34
H -0.66 -4.40 -2.06 0.07
C -3.40 -5.09 1.13 -0.17
H -3.95 -5.31 3.20 0.07
C 2.41 4.53 -3.05 -0.09
H 4.26 4.62 -4.14 0.09
N 2.13 -6.37 -3.12 0.10
C 1.73 -4.09 -3.87 -0.04
H 2.53 -5.22 -0.77 0.11
H -4.37 -4.70 0.82 0.12
Y -0.28 -0.01 0.60 1.66
C -3.56 -0.25 -3.49 -0.06
H 3.46 5.72 1.08 0.11
C -1.30 3.82 4.78 -0.05
C -0.22 -2.79 1.19 -0.56
N -1.21 -0.65 -3.67 0.15
C -1.00 -5.01 0.54 -0.42
C -0.71 1.78 3.60 -0.29
H -1.45 3.62 6.92 0.08
H 1.79 4.80 -3.90 0.10
N -1.37 -2.18 0.86 0.08
C 2.53 3.93 1.84 -0.17
H -4.53 -0.19 -3.95 0.09
H -2.48 -0.74 -5.28 0.10
H 1.93 -6.95 -2.32 0.09
H -2.24 3.24 -4.09 0.07
C -2.68 3.36 -0.65 -0.37
H -2.66 -5.81 -1.37 0.12
C 2.17 -3.17 -1.29 -0.06
O 0.75 -2.11 1.56 -0.04
H 2.68 2.96 5.09 0.10
N -0.09 -4.16 1.12 0.23
N -1.07 3.61 2.28 0.15
H -3.68 -4.37 -1.45 0.12
C -1.25 3.11 5.99 -0.14
O 2.00 -0.38 -0.54 -0.38
H 0.82 -4.54 1.34 0.16
C -2.45 -2.89 0.41 -0.46
H -2.21 -5.22 2.95 0.08
C 3.93 3.80 -0.87 -0.04
H -3.20 -3.76 2.84 0.08
H 4.04 5.04 5.27 0.09
S -3.55 3.73 -2.08 0.95
H -1.72 -2.99 -2.14 0.06
N -0.04 -0.53 -1.60 -0.22
C -2.42 -0.55 -4.21 -0.14
C -3.39 -0.02 -2.13 -0.13
C 3.78 4.43 -3.18 -0.11
```

Computed properties:
Kohn-Sham gap ... 0.2208 Ha
Relative energy (zero: lowest compared OMol25 entry of this formula, charge and spin) ... 12.26 kcal per mole
Total charge ... -1
Lowest unoccupied orbital energy ... 2.288 eV
Molar mass ... 912.87 g mol⁻¹
HOMO ... -3.72 eV

=====

- Which formula does entry 2 have?
  C43H37AsMoSSi